The following is a DFT calculation (wB97M-V/def2-TZVPD) of C43H40BaF6GeN5O7S2Si as an isolated structure.

XYZ file:
```
106
C43H40BaF6GeN5O7S2Si (wB97M-V/def2-TZVPD)
Ba 0.300 -1.233 0.174
C 1.131 -2.409 -3.823
C 0.869 -0.999 -4.301
C 1.328 -0.634 -5.555
C 1.040 0.663 -5.974
C 0.390 1.521 -5.137
C 0.002 1.134 -3.794
N 0.203 -0.204 -3.443
N -0.531 2.004 -2.942
Si -0.433 3.661 -3.091
C -1.892 4.415 -3.975
C -0.399 4.500 -1.428
C 1.074 4.334 -3.962
H 2.193 -2.659 -3.928
H 0.553 -3.144 -4.390
H 0.862 -2.495 -2.782
H 1.877 -1.335 -6.171
H 1.337 0.996 -6.965
H 0.161 2.530 -5.464
H -2.829 3.991 -3.576
H -1.860 4.201 -5.054
H -1.924 5.508 -3.836
H -1.421 4.619 -1.041
H 0.065 5.496 -1.489
H 0.168 3.892 -0.701
H 1.118 4.071 -5.026
H 1.992 3.936 -3.497
H 1.090 5.429 -3.869
F 4.925 0.153 -0.510
C 4.257 0.709 0.465
F 4.718 0.403 1.660
F 4.306 2.030 0.330
S 2.406 0.272 0.333
O 1.814 1.555 0.493
O 2.195 -0.415 -0.933
N 2.024 -0.736 1.571
S 2.587 -2.232 1.097
O 1.696 -3.002 0.224
O 3.915 -2.051 0.563
C 3.064 -3.283 2.622
F 3.042 -2.546 3.709
F 4.310 -3.661 2.393
F 2.312 -4.348 2.679
C -4.613 1.271 -0.425
C -4.981 2.103 0.628
C -4.006 2.607 1.487
C -2.652 2.287 1.337
C -2.397 1.418 0.318
C -3.279 0.912 -0.577
C -1.636 2.950 2.214
C -1.750 4.354 2.485
C -0.784 4.968 3.202
C 0.304 4.203 3.710
C 1.378 4.771 4.454
C 2.391 3.979 4.910
C 2.359 2.574 4.663
C 1.333 2.014 3.956
C 0.297 2.833 3.441
N -0.670 2.220 2.678
H -5.348 0.884 -1.120
H -6.021 2.361 0.781
H -4.297 3.250 2.311
H -2.953 0.273 -1.386
H -2.579 4.911 2.072
H -0.818 6.037 3.382
H 1.376 5.840 4.645
H 3.215 4.413 5.466
H 3.159 1.944 5.033
H 1.264 0.937 3.772
O -0.789 -0.941 2.109
N 0.041 -1.509 2.940
O 0.396 -0.985 3.983
O 0.455 -2.672 2.526
C -2.598 -2.654 -2.852
Ge -2.214 -2.522 -0.899
C -4.140 -2.634 -0.351
C -5.022 -3.522 -0.972
C -6.353 -3.638 -0.582
C -6.851 -2.845 0.453
C -5.997 -1.955 1.094
C -4.663 -1.865 0.695
C -1.741 -4.503 -0.603
C -0.911 -5.070 -1.547
C -0.434 -6.409 -1.458
C -0.827 -7.208 -0.431
C -1.661 -6.681 0.597
C -2.045 -7.484 1.712
C -2.765 -6.957 2.743
C -3.120 -5.581 2.728
C -2.779 -4.803 1.664
C -2.074 -5.326 0.535
H -2.979 -3.639 -3.136
H -1.706 -2.428 -3.451
H -3.334 -1.881 -3.103
H -4.658 -4.158 -1.775
H -7.005 -4.349 -1.083
H -7.888 -2.932 0.763
H -6.366 -1.328 1.902
H -4.011 -1.183 1.236
H -0.592 -4.481 -2.404
H 0.244 -6.788 -2.218
H -0.484 -8.237 -0.357
H -1.736 -8.526 1.730
H -3.041 -7.576 3.589
H -3.648 -5.144 3.570
H -3.028 -3.751 1.676
```

Results
2S+1: 2
E_LUMO (spin up / spin down), eV: 3.934 / 3.933
Orbital gap (spin up / spin down), eV: 5.685 / 5.681
E, Eh: -6250.310406
Net charge: -2

---

The following is a DFT calculation (wB97M-V/def2-TZVPD) of C43H40CaN2OP2S2 as an isolated structure.

XYZ file:
```
91
C43H40CaN2OP2S2 (wB97M-V/def2-TZVPD)
Ca -0.021 0.640 -0.754
C 2.837 0.166 1.678
C 2.902 1.036 0.403
P 2.657 -0.091 -1.062
C 4.347 -0.802 -1.041
C 5.421 0.044 -1.319
C 6.715 -0.427 -1.220
C 6.948 -1.743 -0.847
C 5.883 -2.593 -0.603
C 4.580 -2.128 -0.700
C 2.802 0.926 -2.573
C 3.216 0.263 -3.730
C 3.254 0.917 -4.947
C 2.867 2.245 -5.027
C 2.454 2.911 -3.885
C 2.419 2.262 -2.660
C 1.639 0.477 2.580
P 0.013 -0.022 1.834
C -1.169 0.822 2.938
C -2.407 1.194 2.413
C -3.324 1.879 3.190
C -3.022 2.197 4.505
C -1.800 1.821 5.039
C -0.876 1.139 4.264
C -0.084 -1.778 2.314
C -0.418 -2.177 3.606
C -0.408 -3.521 3.936
C -0.063 -4.470 2.985
C 0.243 -4.077 1.691
C 0.225 -2.736 1.351
H 3.749 0.312 2.264
H 2.802 -0.900 1.408
H 3.876 1.529 0.325
H 2.124 1.807 0.433
H 5.240 1.069 -1.622
H 7.542 0.235 -1.428
H 7.961 -2.101 -0.748
H 6.067 -3.620 -0.328
H 3.747 -2.795 -0.514
H 3.525 -0.772 -3.670
H 3.594 0.402 -5.833
H 2.900 2.761 -5.974
H 2.176 3.952 -3.951
H 2.139 2.820 -1.771
H 1.594 1.553 2.781
H 1.761 -0.059 3.528
H -2.646 0.957 1.379
H -4.277 2.171 2.772
H -3.731 2.745 5.109
H -1.561 2.059 6.064
H 0.075 0.867 4.699
H -0.693 -1.440 4.349
H -0.662 -3.828 4.939
H -0.029 -5.514 3.256
H 0.498 -4.819 0.950
H 0.449 -2.421 0.331
S -0.233 3.116 0.665
C -0.086 4.545 -0.177
N -0.168 5.727 0.523
C -0.151 6.915 -0.102
C 0.005 6.950 -1.462
C 0.179 5.714 -2.117
N 0.120 4.564 -1.500
H -0.251 5.661 1.534
H -0.263 7.800 0.509
H 0.029 7.882 -1.999
H 0.376 5.672 -3.180
O -1.618 -0.518 -1.347
S -2.486 -1.156 -0.289
C -4.182 -0.800 -0.796
C -5.134 -0.657 0.200
C -6.443 -0.371 -0.151
C -6.786 -0.214 -1.484
C -5.826 -0.364 -2.472
C -4.518 -0.666 -2.132
C -2.541 -2.907 -0.698
C -2.129 -3.376 -1.931
C -2.213 -4.734 -2.194
C -2.695 -5.603 -1.228
C -3.092 -5.119 0.009
C -3.016 -3.764 0.281
H -4.856 -0.766 1.238
H -7.193 -0.259 0.615
H -7.802 0.029 -1.754
H -6.094 -0.243 -3.510
H -3.761 -0.787 -2.892
H -1.755 -2.682 -2.670
H -1.909 -5.110 -3.157
H -2.768 -6.658 -1.443
H -3.465 -5.796 0.759
H -3.330 -3.372 1.238
```

Results
E_LUMO, eV: -5.286
Orbital gap, eV: 8.004
E, Eh: -4003.629089
Net charge: +2

---

The calculation returns the following energy relative to the best compared isomer or geometry (same formula, charge and spin) values, one per record and in order: 180.1, 33.4 kcal/mol.